(1)
Below is a gas-phase ion, C5H15N5 (charge +2) at a distorted geometry, with properties calculated with the ωB97M-V functional and the def2-TZVPD basis.

CARTESIAN COORDINATES (ANGSTROEM)
C: 0.0544 1.8147 -0.0499
C: 0.7269 0.6740 -0.3524
C: -0.2462 -0.4843 -0.3646
C: -2.7793 -0.3609 0.2264
C: 2.8478 -0.1074 0.4276
N: -1.5841 0.2722 -0.4163
N: 0.0372 -1.3543 -1.4541
N: -0.1758 -1.1264 0.8987
N: -1.3536 1.6715 0.0506
N: 2.0549 0.5006 -0.8020
H: 0.5067 2.7082 0.3550
H: -3.2091 0.4467 0.8699
H: -3.4503 -0.4272 -0.6726
H: -2.4320 -1.2994 0.7891
H: 3.1588 -1.0983 0.0771
H: 3.7685 0.4603 0.3824
H: 2.1414 -0.0521 1.2686
H: -0.1536 -2.2923 -1.3741
H: -0.4876 -1.2442 -2.3962
H: 0.4987 -0.7381 1.4947
H: -0.2730 -2.1273 0.8977
H: -1.6832 1.8676 1.0516
H: -1.8238 2.3250 -0.5332
H: 2.0669 -0.2643 -1.3882
H: 2.3607 1.3063 -1.1595

## Properties
LUMO (alpha / beta)   -6.469 / -12.092 eV
Molar mass   145.21 g/mol
Multiplicity   3
HOMO (alpha / beta)   -13.2 / -17.2 eV
HOMO-LUMO gap (alpha / beta)   6.71 / 5.11 eV
Total charge   +2
ΔE to the lowest compared entry with this formula, charge and spin   66.1 kcal/mol

(2)
Below is a single C17H15F3N4O2S2 molecule at a distorted geometry, with properties calculated with the ωB97M-V functional and the def2-TZVPD basis.

CARTESIAN COORDINATES (ANGSTROEM)
C: 5.5250 -1.6568 0.6935
C: 4.6899 -1.2062 -0.5047
N: 4.0766 0.1599 -0.0779
C: 4.5489 1.3794 -0.6976
S: 6.1410 1.4899 -1.2268
S: 3.2852 2.5535 -0.6364
C: 2.2082 1.4750 0.1181
C: 0.8869 1.6683 0.5764
O: 0.2837 2.6467 0.1377
N: 0.3268 0.7964 1.4296
C: -0.9582 1.0778 2.1784
C: -2.2109 0.9011 1.2616
O: -3.1768 0.4019 1.8242
N: -2.1398 1.2030 -0.0501
C: -3.1955 0.8725 -0.8476
C: -4.5101 1.1915 -0.5207
C: -5.6312 0.8278 -1.2456
C: -5.4111 -0.0836 -2.3534
C: -4.1536 -0.4890 -2.6125
C: -3.0219 -0.1813 -1.8550
C: -1.6791 -0.8061 -2.1446
F: -1.4543 -1.7890 -1.3102
F: -0.7076 0.1721 -2.1757
F: -1.5826 -1.3628 -3.3583
C: 0.9447 -0.4045 1.6965
C: 0.3836 -1.5356 2.5458
N: 2.0754 -0.6994 1.1201
C: 2.7920 0.2813 0.4328
H: 4.8571 -1.5825 1.5940
H: 6.2818 -0.8892 0.8343
H: 5.9616 -2.7204 0.6581
H: 3.7489 -1.9492 -0.6136
H: 5.2624 -1.2630 -1.4041
H: -1.0517 0.5942 3.1345
H: -0.8726 2.1713 2.4949
H: -1.1971 1.1317 -0.4084
H: -4.7074 1.7313 0.4162
H: -6.6425 1.1390 -0.9590
H: -6.2583 -0.3487 -2.9341
H: -4.1928 -1.2043 -3.4345
H: -0.6600 -1.3195 2.7569
H: 0.2348 -2.5185 2.0170
H: 0.9006 -1.8558 3.4502

## Properties
LUMO   0.113 eV
SMILES   CCn1c(=S)sc2c(=O)n(CC(=O)Nc3ccccc3C(F)(F)F)c(C)nc21
Molar mass   428.46 g/mol
Multiplicity   1
HOMO   -8.1 eV
HOMO-LUMO gap   8.24 eV
Total charge   0

(3)
Below is 3 unconnected molecules or ions with the total composition C28H57FN2O11P3 at a distorted geometry, with properties calculated with the ωB97M-V functional and the def2-TZVPD basis.

CARTESIAN COORDINATES (ANGSTROEM)
C: -9.5716 2.5452 -4.3167
C: -8.1945 3.3640 -3.9090
C: -6.8444 2.3909 -4.0711
C: -6.3948 2.4416 -5.6468
C: -5.0739 1.5474 -6.0239
C: -3.8015 1.7183 -5.0043
C: -2.9636 0.3090 -5.0333
C: -1.3118 0.5150 -5.1273
C: -0.7534 -0.9057 -5.8111
N: -1.1138 -1.1388 -7.2726
C: -0.7457 -2.3773 -8.0667
F: -1.1200 -2.5978 -9.5037
C: 0.1163 -3.6322 -7.3736
C: 0.5617 -3.3828 -5.7940
C: 1.4198 -4.6283 -5.0976
C: 0.2581 -5.7519 -4.6683
C: -0.6157 -5.5474 -3.2610
N: 0.0470 -6.8086 -5.5314
C: 0.1339 -2.0143 -4.9917
C: 0.6044 -1.8100 -3.4156
C: 2.2161 -1.3748 -3.4952
P: 2.8577 -0.5325 -1.9034
O: 2.3595 0.9761 -1.9469
O: 4.6298 -0.6138 -1.9898
C: 5.0782 -0.4349 -3.3881
C: 6.6586 0.0928 -3.3954
O: 2.3992 -1.3926 -0.4456
C: 2.2176 -0.4754 0.6916
C: 0.5743 -0.3048 0.8925
H: -10.2057 3.1657 -5.1132
H: -9.2587 1.5105 -4.8164
H: -10.1782 2.3282 -3.3294
H: -8.2429 3.8219 -2.8232
H: -8.1001 4.2915 -4.6451
H: -7.0441 1.3196 -3.6438
H: -5.9959 2.9234 -3.4281
H: -6.2813 3.5424 -6.0431
H: -7.3000 1.9726 -6.2674
H: -4.6925 1.8400 -7.1154
H: -5.3897 0.4004 -5.9840
H: -3.1987 2.6635 -5.3408
H: -4.1052 1.9036 -3.8718
H: -3.2724 -0.2384 -6.0476
H: -3.2923 -0.4120 -4.1710
H: -0.9151 0.6012 -4.0054
H: -0.9945 1.4287 -5.7862
H: -1.6630 -0.3756 -7.7658
H: 0.3764 -4.6094 -7.9670
H: 2.1659 -5.1127 -5.8581
H: 2.0001 -4.2701 -4.1380
H: -1.2624 -4.5620 -3.4506
H: -1.4178 -6.4125 -3.1129
H: 0.0622 -5.3785 -2.3201
H: 0.6770 -6.7210 -6.3593
H: -0.0359 -1.0256 -2.8258
H: 0.5668 -2.9031 -2.9377
H: 2.9112 -2.2995 -3.7498
H: 2.2785 -0.6022 -4.4007
H: 4.4384 0.3389 -4.0034
H: 5.1045 -1.4982 -3.9010
H: 7.1596 -0.0253 -4.4537
H: 7.2702 -0.5634 -2.6394
H: 6.7526 1.2336 -3.0739
H: 2.6964 -1.0248 1.6368
H: 2.7748 0.5496 0.5973
H: 0.1780 -1.4023 1.1127
H: 0.0977 0.0289 -0.1347
H: 0.3532 0.4332 1.7756
C: 1.2176 2.7675 6.4113
O: 0.6751 1.5580 6.9283
P: -0.5003 0.7143 5.9800
O: 0.1962 1.1156 4.6746
O: -1.6429 1.8495 6.3534
C: -1.7675 2.3026 7.6901
O: -1.6757 -0.1296 5.0317
C: -2.2296 -1.2437 5.7006
H: 1.6563 3.3272 7.2394
H: 2.0055 2.5448 5.6872
H: 0.4437 3.3853 5.9466
H: -1.2439 3.2510 7.8009
H: -1.3680 1.5782 8.4056
H: -2.8244 2.4728 7.9141
H: -2.7047 -0.9273 6.6322
H: -1.4417 -1.9718 5.9147
H: -2.9773 -1.7095 5.0543
C: 3.1514 0.2846 8.3412
O: 3.4498 1.0427 9.5077
P: 4.8868 2.0059 9.5155
O: 4.7331 2.3307 8.0251
O: 5.8171 0.6490 9.6792
C: 5.4366 -0.3517 10.6073
O: 6.3237 2.9693 9.5232
C: 6.5767 3.5752 10.7740
H: 2.4400 -0.4970 8.6138
H: 2.6897 0.9260 7.5861
H: 4.0487 -0.1901 7.9336
H: 4.9185 -1.1533 10.0830
H: 4.7917 0.0468 11.3957
H: 6.3345 -0.7747 11.0669
H: 6.6716 2.8129 11.5509
H: 5.7592 4.2583 11.0226
H: 7.5075 4.1437 10.7107

## Properties
LUMO   -4.783 eV
Molar mass   709.69 g/mol
Multiplicity   1
HOMO   -10.6 eV
HOMO-LUMO gap   5.79 eV
Total charge   +1

(4)
Below is 2 unconnected molecules or ions with the total composition C21H33OSi2 at a distorted geometry, with properties calculated with the ωB97M-V functional and the def2-TZVPD basis.

CARTESIAN COORDINATES (ANGSTROEM)
C: -0.0739 4.6535 0.4126
Si: -0.6927 3.6976 -1.0441
C: 0.4668 3.7263 -2.4804
H: 0.4591 -0.2401 0.5076
C: -2.5089 3.8590 -1.4357
Si: -3.5088 2.2444 -1.1117
C: -5.2909 2.6145 -1.5649
C: -2.9227 0.7882 -2.1634
C: -3.4187 1.6321 0.6752
H: -0.0670 5.7262 0.1308
H: -0.6508 4.5275 1.3385
H: 0.9746 4.3673 0.6184
H: 0.4792 4.7543 -2.8856
H: 1.4885 3.4991 -2.1322
H: 0.2150 3.0298 -3.2912
H: -2.8536 4.7140 -0.8243
H: -2.5209 4.1606 -2.5027
H: -5.9570 1.7491 -1.4212
H: -5.6754 3.4441 -0.9617
H: -5.3510 2.9131 -2.6176
H: -3.4926 -0.1227 -1.9264
H: -3.1082 1.0134 -3.2214
H: -1.8506 0.5768 -2.0306
H: -4.0410 0.7349 0.8075
H: -2.3834 1.3798 0.9555
H: -3.7912 2.3885 1.3798
C: 3.2150 -2.3544 6.2955
O: 2.1689 -1.5389 5.7590
C: 1.6797 -1.6942 4.5057
C: 0.7132 -0.7180 4.1035
C: 0.2269 -0.7205 2.7955
C: 0.7949 -1.6236 1.8519
C: 0.3790 -1.3279 0.4415
C: 1.0396 -1.9373 -0.7834
C: 0.2734 -2.1334 -1.9837
C: 0.8912 -2.6695 -3.1234
C: 2.2187 -3.1290 -3.0514
C: 2.8626 -3.8172 -4.2311
C: 2.9358 -2.9152 -1.8747
C: 2.3775 -2.3322 -0.7435
C: 1.7336 -2.5813 2.2627
C: 2.2095 -2.6113 3.5676
H: 3.2950 -2.0737 7.3410
H: 2.9712 -3.4083 6.2095
H: 4.1659 -2.1641 5.8026
H: 0.4010 -0.0032 4.8704
H: -0.5547 0.0010 2.4899
H: -0.6761 -1.4944 0.2856
H: -0.8039 -1.8682 -1.9687
H: 0.4071 -2.6801 -4.1081
H: 3.7451 -4.3706 -3.8674
H: 2.1444 -4.5264 -4.6824
H: 3.1956 -3.1054 -5.0045
H: 3.9679 -3.2072 -1.9006
H: 2.9668 -2.2338 0.1873
H: 2.1290 -3.2759 1.5186
H: 3.0024 -3.3171 3.8244

## Properties
LUMO   -5.713 eV
Molar mass   357.67 g/mol
Multiplicity   1
HOMO   -9.9 eV
HOMO-LUMO gap   4.16 eV
Total charge   +1

Among the records above, which one has the highest total charge?
C5H15N5

Which value of multiplicity does entry 1 give?
3